#A
The following is a DFT calculation (the ωB97M-V functional and the def2-TZVPD basis) of the molecule C6H11N.

Cartesian coordinates (Å):
C  2.123  0.101  -0.229
C  0.870  -0.661  0.205
C  -0.454  0.138  0.271
C  -1.648  -0.816  0.218
C  -0.655  0.961  -1.003
C  -0.601  0.746  1.611
N  -0.735  1.012  2.731
H  2.063  0.431  -1.272
H  2.996  -0.556  -0.154
H  2.313  0.980  0.397
H  1.033  -1.109  1.191
H  0.692  -1.487  -0.496
H  -1.588  -1.570  1.010
H  -2.561  -0.221  0.350
H  -1.622  -1.235  -0.820
H  -1.577  1.549  -0.984
H  0.181  1.598  -1.304
H  -0.831  0.138  -1.723

- SMILES = CCC(C)(C)C#N
- LUMO (eV) = 0.8

#B
The following is a DFT calculation (the ωB97M-V functional and the def2-TZVPD basis) of a 2-piece molecular cluster, C6H11N overall.

Cartesian coordinates (Å):
C  0.676  -1.123  -0.700
C  1.263  -1.280  0.671
C  0.706  1.068  -0.984
C  1.367  1.980  -0.211
H  1.394  -1.258  -1.508
H  -0.193  -1.751  -0.902
H  0.904  0.953  -2.042
H  1.971  -0.465  0.871
H  0.489  -1.256  1.442
H  1.809  -2.220  0.796
H  1.076  2.170  0.811
H  2.240  2.470  -0.612
C  -2.674  -0.024  0.618
C  -1.589  0.713  -0.029
N  -0.557  0.612  -0.607
H  -3.600  0.104  0.053
H  -2.448  -1.094  0.720
H  -2.833  0.402  1.612

- LUMO (alpha / beta) (eV) = 0.6 / 0.6

#C
The following is a DFT calculation (the ωB97M-V functional and the def2-TZVPD basis) of a 2-piece molecular cluster, C6H11N overall.

Cartesian coordinates (Å):
C  1.094  -1.038  -0.674
C  0.436  -0.179  0.100
C  -1.030  0.157  -0.010
C  -1.838  -0.712  -0.965
C  1.159  0.560  1.213
C  0.722  0.035  2.514
N  0.334  -0.421  3.503
H  2.157  -1.220  -0.541
H  0.598  -1.596  -1.463
H  -1.470  0.106  0.996
H  -1.107  1.213  -0.310
H  -1.453  -0.650  -1.989
H  -2.882  -0.386  -0.980
H  -1.815  -1.761  -0.654
H  0.930  1.633  1.178
H  2.244  0.452  1.128
H  0.954  2.351  -1.559
H  1.054  1.622  -1.675

- SMILES = C=C(CC)CC#N.[H][H]
- LUMO (eV) = 1.0

#D
The following is a DFT calculation (the ωB97M-V functional and the def2-TZVPD basis) of the molecule C6H11N.

Cartesian coordinates (Å):
C  1.211  -2.491  -0.338
C  0.265  -1.319  0.032
C  0.343  0.103  -0.634
C  -0.181  1.310  0.309
C  -1.117  2.450  -0.217
C  -0.865  0.688  1.450
N  -1.368  0.075  2.292
H  1.215  -3.184  0.516
H  0.878  -3.086  -1.196
H  2.258  -2.215  -0.507
H  -0.756  -1.699  -0.090
H  0.385  -1.183  1.106
H  1.382  0.304  -0.926
H  -0.243  0.111  -1.560
H  0.684  1.844  0.731
H  -0.658  3.074  -0.992
H  -2.080  2.085  -0.590
H  -1.356  3.132  0.615

- SMILES = CCC[C@@H](C)C#N
- LUMO (eV) = 0.9

#A wins, 26.4 kJ/mol ahead of the next structure.

#A
The following is a DFT calculation (the ωB97M-V functional and the def2-TZVPD basis) of the molecule C6H11N.

Cartesian coordinates (Å):
C  -1.928  1.671  1.445
C  -0.666  1.477  1.072
C  0.066  0.167  1.240
C  0.416  -0.568  -0.030
C  -0.059  -1.996  -0.081
C  0.803  0.111  -1.118
N  1.240  -0.511  -2.290
H  -2.386  2.591  1.105
H  -2.515  0.944  1.989
H  -0.124  2.309  0.635
H  0.902  0.337  1.938
H  -0.565  -0.471  1.871
H  0.117  -2.456  0.902
H  -1.144  -2.061  -0.173
H  0.484  -2.643  -0.767
H  0.734  1.178  -1.109
H  1.887  -1.282  -2.201
H  1.748  0.106  -2.919

- SMILES = C=CC/C(C)=C/N
- LUMO (eV) = 1.1

#B
The following is a DFT calculation (the ωB97M-V functional and the def2-TZVPD basis) of the molecule C6H11N.

Cartesian coordinates (Å):
C  -2.121  -0.265  -0.556
C  -1.024  0.087  0.429
C  -0.118  1.429  0.028
C  1.290  0.676  0.166
C  2.369  -0.165  -0.424
N  1.091  -0.570  -0.361
C  0.062  -1.121  0.474
H  -1.430  -0.517  -1.467
H  -2.743  0.662  -0.860
H  -2.656  -1.161  -0.360
H  -1.593  0.119  1.414
H  -0.376  2.262  0.714
H  -0.342  1.695  -1.053
H  1.501  0.676  1.270
H  3.115  -0.380  0.437
H  2.924  -0.101  -1.473
H  -0.216  -2.023  0.025
H  0.268  -1.304  1.598

- SMILES = C[C@@H]1C[C@@H]2CN2C1
- LUMO (eV) = 1.2

#C
The following is a DFT calculation (the ωB97M-V functional and the def2-TZVPD basis) of the molecule C6H11N.

Cartesian coordinates (Å):
C  -1.921  0.413  0.807
C  -0.995  0.288  -0.404
C  0.498  0.021  -0.087
C  1.362  0.340  -1.319
C  0.714  -1.438  0.351
C  0.929  0.909  1.013
N  1.267  1.601  1.875
H  -2.946  0.588  0.469
H  -1.630  1.253  1.447
H  -1.918  -0.487  1.432
H  -1.064  1.207  -1.001
H  -1.326  -0.532  -1.058
H  1.265  1.395  -1.595
H  2.419  0.132  -1.125
H  1.041  -0.273  -2.169
H  1.757  -1.615  0.631
H  0.087  -1.693  1.211
H  0.462  -2.108  -0.479

- SMILES = CCC(C)(C)C#N
- LUMO (eV) = 0.8

#D
The following is a DFT calculation (the ωB97M-V functional and the def2-TZVPD basis) of the molecule C6H11N.

Cartesian coordinates (Å):
C  -2.357  -0.438  -1.141
C  -1.398  0.427  -0.840
C  -0.474  0.255  0.329
N  -1.108  0.516  1.572
C  0.813  -0.101  0.176
C  1.537  -0.893  1.229
C  1.584  0.354  -1.053
H  -3.102  -0.134  -1.871
H  -2.349  -1.503  -0.943
H  -1.075  1.261  -1.466
H  -2.004  0.964  1.449
H  -0.514  1.136  2.105
H  2.420  -0.389  1.637
H  0.819  -1.098  2.007
H  1.890  -1.869  0.885
H  2.650  0.412  -0.840
H  1.265  1.366  -1.300
H  1.402  -0.266  -1.934

- SMILES = C=CC(N)=C(C)C
- LUMO (eV) = 1.0

#C wins, 158.2 kJ/mol ahead of the next structure.